No. 1
Entry from the OMol25 dataset: C50H53AsO4P2V as an isolated structure in a non-equilibrium geometry (ωB97M-V with the def2-TZVPD basis set).

Values from the calculation:
- Charge: +3
- Multiplicity: 3
- ΔE to the lowest compared entry with this formula, charge and spin: 13.8 kcal per mole
- ⟨S²⟩: 2.021
- Kohn-Sham gap (alpha / beta): 4.21 / 4.90 eV

XYZ file:
```
111
C50H53AsO4P2V, DFT ωB97M-V with the def2-TZVPD basis set
V 0.68501 0.71334 1.79431
C -0.52738 -0.01891 4.81336
O 0.08642 0.98129 4.01651
C 0.84858 1.91969 4.75439
C 1.28131 3.01708 3.77640
O 1.80032 2.50734 2.55241
C 3.19309 2.25964 2.49513
C 3.50043 0.85902 3.03248
O 2.39039 0.02130 2.70026
C 2.56919 -1.28397 3.23698
H -1.19154 0.43428 5.55564
H 0.21463 -0.63410 5.33396
H -1.11650 -0.63785 4.13482
H 1.70621 1.42617 5.23306
H 0.23745 2.36942 5.54776
H 2.00710 3.68435 4.25201
H 0.40235 3.60240 3.48025
H 3.75220 3.02158 3.04881
H 3.45132 2.33712 1.43177
H 3.62141 0.87597 4.12615
H 4.42406 0.46338 2.58667
H 3.36724 -1.81600 2.70445
H 1.62907 -1.82945 3.13198
H 2.84498 -1.23146 4.29677
O -0.83138 1.08230 1.15693
P -1.82552 2.19902 0.76444
C -0.84768 3.71177 0.61575
C 0.41893 3.66715 0.03318
C 1.13722 4.84235 -0.10681
C 0.59884 6.04605 0.32789
C -0.65635 6.08377 0.91455
C -1.38834 4.91718 1.05473
C -3.08935 2.38542 2.04477
C -4.44206 2.44889 1.72272
C -5.37127 2.61927 2.73591
C -4.95894 2.76685 4.05108
C -3.60779 2.73852 4.36502
C -2.67407 2.53933 3.36563
C -2.66364 1.77000 -0.77564
C -2.65406 2.63603 -1.86330
C -3.49655 2.39212 -2.93637
C -4.36313 1.31031 -2.90552
C -4.35457 0.43235 -1.82928
C -3.50559 0.65758 -0.76246
H 0.81834 2.71650 -0.32399
H 2.11352 4.83000 -0.56523
H 1.15612 6.95979 0.20128
H -1.06714 7.01811 1.26173
H -2.37500 4.93462 1.49605
H -4.76595 2.36756 0.69485
H -6.42120 2.63892 2.49130
H -5.68979 2.90295 4.83178
H -3.29386 2.87857 5.38742
H -1.61854 2.49755 3.59031
H -2.01589 3.50824 -1.86066
H -3.49517 3.07551 -3.77129
H -5.06548 1.16195 -3.71060
H -5.03722 -0.40207 -1.80172
H -3.52386 0.00513 0.10126
C 0.37150 -1.19434 -1.67354
C 0.95919 -0.22225 -2.67926
As 0.94897 -0.88989 -4.58891
C 1.87665 -2.59468 -4.27527
C 1.18232 -3.79022 -4.11449
C 1.87331 -4.95595 -3.83257
C 3.25483 -4.94202 -3.73020
C 3.95266 -3.75858 -3.91547
C 3.26615 -2.58925 -4.19484
C -0.87117 -1.46458 -4.99172
C -1.02793 -2.37660 -6.04017
C -2.28256 -2.86699 -6.35539
C -3.39443 -2.40813 -5.66302
C -3.24744 -1.47111 -4.65171
C -1.99549 -0.97751 -4.33044
P 1.03964 -0.94428 0.05508
C 2.77616 -1.39876 -0.19057
C 3.73137 -0.39121 -0.05961
C 5.07393 -0.67087 -0.23715
C 5.47360 -1.96263 -0.54421
C 4.52283 -2.95562 -0.72053
C 3.17574 -2.67801 -0.56622
C 0.12201 -2.28867 0.87688
C 0.63552 -3.47581 1.38582
C -0.22147 -4.39682 1.97158
C -1.57951 -4.13665 2.06568
C -2.09420 -2.93864 1.59057
C -1.24551 -2.02352 1.00228
H 0.66832 -2.22340 -1.92508
H -0.72194 -1.15497 -1.65901
H 2.02575 -0.06720 -2.47485
H 0.46589 0.75147 -2.62894
H 0.10432 -3.81056 -4.21180
H 1.32431 -5.87791 -3.71274
H 3.78412 -5.86070 -3.53043
H 5.03054 -3.75537 -3.87164
H 3.81608 -1.67311 -4.37599
H -0.15978 -2.70309 -6.60590
H -2.40248 -3.59293 -7.14372
H -4.37991 -2.75806 -5.93044
H -4.11994 -1.12033 -4.12510
H -1.89224 -0.21079 -3.57069
H 3.40421 0.62234 0.15757
H 5.81093 0.10968 -0.13446
H 6.52150 -2.19168 -0.65226
H 4.83110 -3.95623 -0.97444
H 2.44428 -3.45087 -0.74893
H 1.69271 -3.68941 1.33501
H 0.17284 -5.32537 2.35375
H -2.23813 -4.86631 2.50796
H -3.15117 -2.72982 1.67491
H -1.62885 -1.08296 0.62253
```

Atom charges from the Löwdin analysis, given in e for atoms 1 to 5: 1.010 -0.026 -0.303 -0.140 -0.102


No. 2
Entry from the OMol25 dataset: C50H54CoN3P2S4SbSi as an isolated structure in a non-equilibrium geometry (ωB97M-V with the def2-TZVPD basis set).

Values from the calculation:
- Charge: -2
- Multiplicity: 4
- ⟨S²⟩: 3.796
- Kohn-Sham gap (alpha / beta): 5.04 / 5.10 eV

XYZ file:
```
116
C50H54CoN3P2S4SbSi, DFT ωB97M-V with the def2-TZVPD basis set
Co 0.24372 0.62386 -0.02959
S 4.66177 4.03039 3.11747
Sb 2.44094 4.13843 2.47286
S -0.22414 0.58259 4.29732
S 2.24499 2.24997 -0.46554
S 1.28429 5.37232 4.06787
C 3.32507 -0.63834 -1.33397
N 3.04383 -0.65168 0.11689
P 3.19926 0.98524 0.69115
C 5.00265 1.18391 0.56327
C 5.52848 2.44119 0.29011
C 6.89983 2.60702 0.17981
C 7.74868 1.52243 0.33948
C 7.22739 0.26779 0.62244
C 5.85692 0.09862 0.74181
C 2.77117 1.12850 2.43672
C 3.65639 0.78799 3.40692
C 3.31830 1.02141 4.78159
C 2.13830 1.56315 5.13879
C 1.06715 1.88619 4.16847
C 1.60166 1.95155 2.75701
P 1.40551 -1.19744 0.48590
C 1.71539 -2.13488 2.04274
C 2.96850 -2.39980 2.57555
C 3.10036 -3.17374 3.71856
C 1.97626 -3.71974 4.32232
C 0.72304 -3.47700 3.78828
C 0.59293 -2.66654 2.66992
C 1.43857 -2.78124 -0.48089
C 0.32759 -3.21868 -1.19109
C 0.31236 -4.48247 -1.77176
C 1.41968 -5.30656 -1.68091
C 2.55288 -4.86113 -1.00744
C 2.55363 -3.61815 -0.40150
H 4.28633 -0.15125 -1.50491
H 2.56070 -0.08939 -1.89173
H 3.36597 -1.65639 -1.71698
H 4.85952 3.27917 0.15345
H 7.30760 3.58726 -0.02987
H 8.82000 1.65252 0.24173
H 7.88952 -0.58058 0.74815
H 5.43746 -0.87790 0.94914
H 4.61082 0.33990 3.16555
H 4.05308 0.76347 5.53507
H 1.89842 1.72083 6.18270
H 0.55794 2.81073 4.43643
H 0.82462 1.92516 1.99205
H 3.84956 -1.99513 2.09720
H 4.08361 -3.34903 4.13983
H 2.08024 -4.32924 5.21226
H -0.16168 -3.88269 4.26145
H -0.39284 -2.45829 2.27437
H -0.53201 -2.57131 -1.28955
H -0.57766 -4.82058 -2.28986
H 1.40961 -6.29107 -2.13320
H 3.43164 -5.49193 -0.94471
H 3.42532 -3.28743 0.14732
C -0.10702 0.33951 -2.08398
Si -1.74795 1.04308 -2.53308
C -2.42563 2.11924 -1.07820
N -1.61747 2.00071 0.16239
C -1.11586 3.31488 0.59750
C -2.20777 4.33255 0.96498
C -3.41077 3.62815 1.60940
C -2.93657 2.35657 2.30782
C -2.36130 1.36450 1.28959
C -3.04555 -0.25397 -3.04386
C -2.65996 -1.55716 -3.35687
C -3.58191 -2.50721 -3.77204
C -4.92179 -2.16906 -3.89385
C -5.32795 -0.87527 -3.59895
C -4.39816 0.06484 -3.17874
C -1.62221 2.21658 -4.02715
C -2.17297 1.92821 -5.27682
C -1.93588 2.74074 -6.37716
C -1.12992 3.86334 -6.25279
C -0.56462 4.16479 -5.02080
C -0.80749 3.34856 -3.92765
H 0.66363 0.95783 -2.56029
H 0.03366 -0.67747 -2.46477
H -3.47306 1.88262 -0.86253
H -2.41548 3.16088 -1.41313
H -0.45413 3.71556 -0.17321
H -0.51541 3.15670 1.49380
H -2.52940 4.90906 0.09325
H -1.76745 5.02919 1.68182
H -4.14989 3.36827 0.84386
H -3.90132 4.29599 2.32171
H -3.75572 1.87067 2.84088
H -2.17819 2.61203 3.05233
H -3.17800 0.77109 0.86926
H -1.69927 0.68173 1.83125
H -1.61560 -1.83293 -3.27537
H -3.25372 -3.51414 -4.00176
H -5.64567 -2.90766 -4.21631
H -6.37327 -0.60394 -3.69307
H -4.73289 1.07284 -2.95144
H -2.79831 1.04916 -5.38890
H -2.37777 2.49812 -7.33723
H -0.93660 4.49464 -7.11202
H 0.07043 5.03677 -4.91672
H -0.34335 3.58274 -2.97407
N -2.36351 -1.77864 -0.07387
C -3.50932 -2.43127 0.31309
C -3.42771 -3.66002 0.98206
C -4.57458 -4.35854 1.31002
C -5.82847 -3.85322 0.98962
C -5.91576 -2.64457 0.31229
C -4.77419 -1.94329 -0.03222
H -2.45067 -0.84693 -0.44439
H -1.54159 -1.90086 0.49589
H -2.44884 -4.05360 1.23346
H -4.49183 -5.31503 1.81219
H -6.72486 -4.39340 1.26707
H -6.88870 -2.24559 0.05062
H -4.84557 -1.01040 -0.57933
```

Atom charges from the Löwdin analysis, given in e for atoms 1 to 5: 0.063 -0.219 0.459 0.368 0.393


> Which formula does entry 1 have?

C50H53AsO4P2V


> Look up the charge of the first one.

+3


> Which value of multiplicity does entry 2 give?

4